Entry 1:
19
Properties=species:S:1:pos:R:3:forces:R:3 method="wB97M-V/def2-TZVPD" total_charge=-1 homo_ev=-4.329 de_lowest_kcal_mol=35.2 spin_multiplicity=1
O 1.6843 -2.2250 0.0812 0.57 -0.72 0.00
O -0.2339 -1.2995 0.6848 -0.49 1.44 0.92
O 1.2490 0.9123 0.8896 2.73 -2.60 1.70
C 0.5426 1.8057 0.2394 -0.97 2.93 -1.03
C -0.4398 -3.4272 -0.1354 1.47 -0.26 -1.40
C 0.4628 -2.2367 0.2660 -1.31 0.15 -1.42
C -0.8050 2.0752 0.8903 -0.92 -0.46 -2.97
C 0.2176 1.6457 -1.2592 2.83 2.11 0.28
H 1.0720 -0.0041 0.6677 -0.84 -0.96 0.07
H 0.1924 2.6963 -1.6584 0.19 -1.01 -0.07
H -0.6538 1.2082 -1.5180 -3.41 -1.36 -0.08
H -0.3487 -4.0479 0.7103 0.00 -1.51 0.81
H -1.4786 -3.2414 -0.3100 -0.56 0.80 0.23
H -1.3384 1.1164 0.8153 -0.13 0.32 0.01
H -0.8922 2.4173 1.8413 0.64 0.72 3.24
H -1.3317 2.8638 0.3264 -0.11 -0.41 -0.26
H 1.2799 2.6290 0.3263 -1.04 0.90 -0.43
H -0.0811 -3.9006 -1.0674 0.23 -0.20 0.61
H 0.9026 1.0125 -1.7900 1.12 0.11 -0.22


Entry 2:
67
Properties=species:S:1:pos:R:3:forces:R:3 method="wB97M-V/def2-TZVPD" homo_ev=-8.540 de_lowest_kcal_mol=358.5 spin_multiplicity=1
S -0.8367 2.0467 0.9879 0.11 1.82 1.59
S 1.0596 6.7316 -0.7132 -0.07 -2.23 3.12
O -5.1503 -1.9385 -4.2387 -0.01 -0.69 -0.25
O 2.9711 -3.4316 0.9657 -0.11 -0.31 -0.65
O 2.3763 -0.5190 1.3315 0.20 0.52 -0.50
O -3.1266 -3.9370 -3.1172 -0.16 0.42 -0.08
O -2.6852 -0.9212 -2.8752 0.38 -0.45 0.52
O 1.6863 5.0124 6.3007 -0.60 -1.20 -0.80
O 2.8644 -1.6059 -1.4843 -0.03 -0.11 0.42
N 0.2687 5.1537 -0.4770 3.54 1.76 5.37
N 1.9280 7.1502 0.7732 -3.21 -6.45 0.28
C -5.4636 -3.0304 -3.3753 0.43 0.18 -0.10
C 3.1897 0.6051 1.6342 -0.03 -0.41 0.21
C 0.6971 4.7685 0.9326 0.24 1.04 -0.63
C -2.4145 -0.5116 -1.5427 -0.29 0.11 -0.33
C -5.4743 -2.1579 -5.6038 -0.06 0.38 0.27
C 4.0061 -1.9590 -0.6963 0.12 -0.03 -0.12
C 0.8851 3.0862 3.2637 0.59 4.58 -3.92
C 3.9809 -3.3416 -0.0383 -0.36 0.30 0.06
C -4.2834 -3.3959 -2.4705 -0.07 -0.14 0.07
C 1.8270 4.2882 3.9038 -0.24 0.92 -2.62
C -1.7359 -1.8517 -3.3940 -0.60 0.00 -0.43
C -2.4186 -3.0788 -4.0182 0.20 -0.04 0.07
C 1.6138 -1.4699 -0.8008 0.02 0.22 -0.06
C 1.6438 5.9209 1.6237 0.22 0.05 0.21
C 0.2201 4.9084 6.1750 -0.92 -0.19 -0.13
C 1.5139 -0.3190 0.2125 -0.01 -0.89 0.11
C 2.3851 4.0504 5.4316 0.38 0.87 -1.49
C 0.3011 3.3898 1.7268 1.67 0.67 3.56
C 2.1398 -4.5781 0.8611 0.20 0.20 0.38
C 2.2296 5.6879 3.1372 -2.23 -3.72 -0.24
H -4.6294 -4.1831 -1.7899 0.05 -0.05 -0.21
H -1.1794 -1.3274 -4.1799 0.14 -0.23 -0.06
H 2.0512 -4.9448 -0.1653 0.08 0.03 0.00
H -1.6270 -3.7021 -4.4502 -0.02 -0.01 0.22
H 2.2990 2.9260 5.7818 -0.21 2.24 -0.72
H 0.6552 2.1018 3.8603 0.42 2.18 -1.48
H -4.0037 -2.5621 -1.8293 -0.07 0.21 -0.16
H -5.4489 -3.2156 -5.8804 -0.03 -0.01 0.08
H -1.0203 -2.1750 -2.6334 -0.11 -0.01 0.12
H -6.3059 -2.7165 -2.7558 -0.08 -0.17 0.26
H 4.2201 -1.1786 0.0315 -0.12 -0.11 0.22
H -3.3679 -0.2644 -1.0689 0.03 0.07 -0.07
H -6.4640 -1.7400 -5.8135 -0.02 -0.15 -0.15
H -5.7776 -3.9185 -3.9446 0.14 0.19 0.02
H -1.7856 0.3806 -1.5499 0.15 0.02 0.18
H 4.9383 -3.5212 0.4543 0.27 0.07 -0.15
H -4.7394 -1.6328 -6.2150 -0.01 0.07 0.02
H 0.8746 -1.2723 -1.5858 0.19 0.15 -0.02
H -0.2314 5.5677 5.2950 1.25 -1.43 1.65
H -1.9117 2.0153 1.9333 1.60 0.41 -1.02
H 2.9058 6.4761 3.7241 -1.74 -1.93 -1.62
H 4.1113 0.2370 2.0920 -0.08 -0.02 0.05
H -1.9467 -1.3045 -0.9496 0.07 0.01 -0.07
H -3.0549 -2.8022 -4.8566 -0.07 0.27 0.10
H 1.1424 -4.3061 1.2084 0.01 0.02 0.07
H -0.3223 5.2993 7.1630 1.60 -1.06 -2.02
H 2.6774 1.2511 2.3496 0.08 0.23 -0.08
H 1.7074 0.6325 -0.2899 0.13 0.03 0.03
H 2.5302 -5.3696 1.5087 -0.09 -0.14 -0.14
H 3.5437 4.3229 5.4035 -2.62 -0.42 0.38
H 0.4907 -0.2912 0.6056 0.03 -0.02 -0.31
H 4.8532 -1.9478 -1.3927 -0.19 -0.10 -0.05
H 1.3173 -2.4202 -0.3610 0.07 0.04 0.29
H 3.8510 -4.1134 -0.8123 -0.10 0.15 0.15
H 3.4686 1.1711 0.7392 -0.12 0.02 0.04
H -0.0199 3.7751 5.9576 0.05 2.25 0.60


Entry 3:
44
Properties=species:S:1:pos:R:3:forces:R:3 method="wB97M-V/def2-TZVPD" total_charge=+3 homo_ev="-19.365 / -19.370" spin_multiplicity=3
W 0.3227 0.0050 -0.6950 -2.74 -0.18 -3.61
I 2.9481 -0.0366 0.3796 0.84 -0.12 0.27
Cl 0.8366 1.0907 4.9845 -0.64 -0.45 -1.13
Cl 1.0397 -0.0062 -3.0015 -0.19 -0.08 2.26
P 0.5090 2.3578 -0.8331 0.98 4.54 0.30
P 0.4423 -2.3546 -0.8142 0.94 -4.59 0.30
N -0.4260 -0.0047 1.3167 -0.24 -0.12 0.44
C 0.0548 -3.1932 0.7617 -0.01 0.35 0.05
C -1.6786 0.0496 -1.4439 0.86 0.21 0.41
C -0.1536 0.4623 3.6791 1.04 0.41 0.20
C 2.0885 -2.9941 -1.2637 -0.02 0.26 0.03
C -0.6580 -3.1488 -2.0405 -0.37 0.65 -0.33
C -0.5721 3.1615 -2.0693 -0.38 -0.60 -0.28
C -1.4126 -0.0546 3.9477 -0.30 -0.09 0.08
C -1.6710 -0.5142 1.6000 0.33 0.31 1.63
C -2.1768 -0.5472 2.9017 0.53 0.17 -0.64
C 2.1703 2.9512 -1.2895 -0.05 -0.31 0.04
C 0.3206 0.4763 2.3637 -1.45 -0.51 1.08
C 0.1448 3.2205 0.7353 -0.06 -0.28 0.00
H 2.7346 -2.9428 -0.3843 -0.01 -0.22 -0.09
H 0.7596 -2.8333 1.5172 -0.07 -0.18 0.05
H 2.1074 3.9872 -1.6386 0.06 -0.19 0.08
H -0.4045 -4.2089 -2.1413 0.14 0.18 0.19
H 0.8394 2.8477 1.4939 -0.09 0.33 -0.03
H -2.2342 0.8937 -1.0283 -0.17 0.06 0.05
H -2.2178 -0.8641 -1.1855 -0.04 -0.06 -0.05
H -0.8776 2.9988 1.0537 0.07 0.10 0.01
H 1.9980 -4.0277 -1.6138 0.10 0.19 0.08
H -0.5268 -2.6477 -3.0034 -0.05 -0.17 0.01
H 2.8197 2.8806 -0.4140 0.00 0.21 -0.12
H -3.1590 -0.9598 3.0947 0.01 0.01 -0.13
H 2.5108 -2.3598 -2.0453 0.05 -0.24 -0.13
H 0.2646 4.3027 0.6237 0.02 -0.16 -0.05
H -1.6219 0.1440 -2.5304 -0.20 0.06 0.13
H -2.3049 -0.9254 0.8488 0.10 0.02 -0.75
H 0.1442 -4.2791 0.6587 0.05 0.16 -0.07
H -1.6219 3.0568 -1.7861 0.09 0.04 -0.01
H -1.7030 -3.0569 -1.7346 0.09 -0.03 -0.02
H -0.3241 4.2242 -2.1531 0.13 -0.18 0.18
H -0.9610 -2.9403 1.0779 0.13 -0.18 -0.03
H 1.2931 0.8877 2.2205 0.44 0.26 -0.40
H -0.4175 2.6717 -3.0345 -0.03 0.16 0.01
H 2.5697 2.3058 -2.0741 0.08 0.24 -0.10
H -1.7962 -0.0778 4.9599 0.06 0.04 0.07


Entry 4:
54
Properties=species:S:1:pos:R:3:forces:R:3 method="wB97M-V/def2-TZVPD" total_charge=+2 homo_ev=-15.002 de_lowest_kcal_mol=0.0 spin_multiplicity=1
Rh -0.1078 0.4030 0.5261 -0.51 -0.90 0.27
O 0.3389 -1.6910 0.8793 0.49 0.44 -0.56
O 1.2597 0.0797 -3.1444 -0.13 -0.06 0.02
N -1.0086 0.8530 2.3461 -0.16 0.09 0.11
N 1.6991 1.2717 0.9517 0.18 0.25 0.07
N -0.6175 2.1858 -0.2844 0.25 0.43 -0.16
N -1.9389 -0.3985 0.0212 -0.34 0.09 0.13
N 0.8280 -0.5757 -0.9703 -0.12 -0.36 0.01
C -0.1575 0.6923 3.5785 -0.09 -0.07 0.00
C 1.8959 -3.0063 -3.4961 -0.03 -0.02 -0.02
C 1.4606 -2.2623 -2.4272 -0.15 0.03 0.12
C -2.9206 0.0532 1.0450 0.06 -0.04 0.05
C 0.7802 -1.7539 -0.3195 -0.11 0.21 0.27
C -2.4001 1.2935 -1.7798 -0.08 -0.01 -0.06
C 0.5409 3.1356 -0.1366 0.09 -0.15 -0.04
C 1.3251 -4.2149 -0.9843 0.04 -0.03 0.00
C -2.2362 -0.0017 2.3967 0.05 0.04 -0.07
C 1.7615 -4.9747 -2.0709 0.00 0.02 -0.02
C 1.1841 -2.8592 -1.1881 0.09 0.03 -0.13
C -1.0826 2.0416 -1.7016 0.18 0.06 0.04
C 1.3385 0.6511 3.3055 0.10 -0.07 0.02
C -2.3716 -0.1750 -1.3853 0.00 -0.02 0.02
C 1.8396 1.7310 2.3587 0.00 0.02 -0.01
C 1.1828 -0.7862 -2.3164 0.38 -0.10 -0.08
C 2.0415 -4.3837 -3.2971 0.00 0.01 0.04
C 1.8467 2.3541 -0.0639 -0.20 0.09 0.07
H 2.0635 1.8860 -1.0241 0.01 -0.02 0.02
H 2.8864 1.9722 2.5484 0.01 -0.02 -0.01
H 1.1184 -4.6731 -0.0266 0.00 0.00 0.00
H -1.3253 1.8201 2.3437 -0.03 -0.01 0.01
H -1.4092 2.5892 0.2137 0.06 0.06 0.03
H -1.6771 -0.7235 -2.0208 0.00 0.01 -0.01
H -3.3630 -0.6113 -1.5248 0.00 0.00 0.01
H 0.5566 3.8291 -0.9769 0.02 0.02 0.01
H -3.1683 1.8304 -1.2145 0.01 0.02 0.00
H 1.8891 -6.0423 -1.9568 0.00 0.00 0.00
H 2.3794 -5.0048 -4.1155 0.00 0.01 0.00
H 1.2723 2.6559 2.4782 0.01 0.01 0.01
H 2.4300 0.5823 0.7864 -0.03 -0.02 -0.06
H 0.3824 3.7201 0.7692 -0.01 -0.01 0.01
H -1.8144 -1.4009 0.1635 0.01 0.00 -0.08
H -0.4032 1.5065 4.2615 0.02 0.01 -0.01
H -3.2310 1.0727 0.8134 0.00 0.00 -0.02
H -2.7353 1.3396 -2.8173 0.00 -0.02 0.00
H -0.4540 -0.2358 4.0644 -0.01 0.01 0.01
H 2.6707 3.0202 0.1979 0.01 0.00 -0.03
H 1.8440 0.7432 4.2673 -0.01 0.03 0.00
H 1.6198 -0.3305 2.9125 0.00 0.02 0.00
H -3.8154 -0.5711 1.0270 0.00 0.00 0.02
H 2.1110 -2.5468 -4.4514 0.00 -0.01 0.00
H -1.9079 -1.0195 2.6131 0.00 0.00 0.00
H -0.2860 1.5595 -2.2696 -0.03 -0.06 0.01
H -2.8995 0.3223 3.1995 -0.02 -0.01 -0.01
H -1.2157 3.0480 -2.1042 -0.04 -0.01 0.01


Entry 5:
5
Properties=species:S:1:pos:R:3:forces:R:3 method="wB97M-V/def2-TZVPD" homo_ev=-10.537 de_lowest_kcal_mol=5.5 spin_multiplicity=1
Cl 0.2488 -1.2946 3.0566 -0.31 -0.12 0.50
Cl -1.4276 1.4572 1.9850 0.55 -2.11 -0.50
P -0.9194 -0.7813 1.4774 0.43 2.05 0.31
O 0.3456 -0.5209 0.5010 -0.87 -1.87 0.45
H 0.4534 0.3421 0.1771 0.20 2.05 -0.75